# 1
# C11H15HgNO4Se2

A molecular structure, C11H15HgNO4Se2 (ωB97M-V/def2-TZVPD, OMol25).

Last column: Löwdin charge in e.
Cartesian coordinates (Å):
Hg: 0.43 1.04 -1.05  0.813
O: -1.26 -3.11 1.15  0.147
C: -0.95 -1.89 0.74  -0.447
O: 0.11 -1.61 0.22  0.014
C: -2.05 -0.90 1.00  -0.166
C: -3.29 -1.33 1.47  0.036
C: -4.27 -0.38 1.68  -0.008
C: -3.98 0.95 1.42  0.026
C: -2.71 1.29 0.97  -0.167
N: -1.78 0.37 0.76  0.148
C: -2.23 2.71 0.74  -0.473
O: -3.13 3.69 0.80  0.158
O: -1.08 2.95 0.53  0.039
H: -0.54 -3.73 0.98  0.148
H: -3.47 -2.37 1.67  0.127
H: -5.25 -0.67 2.03  0.126
H: -4.75 1.69 1.60  0.120
H: -4.03 3.39 0.92  0.104
C: 0.64 -2.23 -2.78  -0.377
Se: 1.86 -0.73 -2.94  0.903
C: 3.01 -1.12 -1.39  -0.565
C: 3.80 0.12 -1.00  -0.576
Se: 3.07 0.79 0.69  0.897
C: 3.92 2.53 0.71  -0.383
H: 0.61 -2.55 -1.74  0.001
H: 0.96 -3.04 -3.42  0.030
H: -0.35 -1.89 -3.09  0.029
H: 3.66 -1.96 -1.65  0.078
H: 2.33 -1.43 -0.60  0.010
H: 3.66 0.93 -1.72  0.043
H: 4.86 -0.06 -0.88  0.075
H: 3.80 3.01 -0.25  0.030
H: 4.97 2.42 0.97  0.029
H: 3.42 3.12 1.48  0.026

Its expectation value of S² is 0.756. For the HOMO energy (alpha / beta), the calculation gives -10.3 / -11.4 eV. Its total charge is +1. The calculation puts the maximum force at 0.43 eV/Å. The orbital gap (alpha / beta) is 0.256 / 0.241 hartree. As for the spin multiplicity: 2. The value obtained for the energy relative to the best compared isomer or geometry (same formula, charge and spin) is 0.0 kcal per mole.



# 2
# C11H15IrNSe

A molecular structure, C11H15IrNSe (ωB97M-V/def2-TZVPD, OMol25).

Last column: Löwdin charge in e.
Cartesian coordinates (Å):
Ir: -0.62 -0.86 -0.80  1.362
C: -0.06 -0.34 1.17  -0.291
C: 1.13 -0.84 0.52  -0.302
C: 1.40 -0.01 -0.61  -0.293
C: 0.37 1.01 -0.69  -0.296
C: -0.53 0.82 0.43  -0.296
C: -1.71 1.65 0.80  0.006
C: 0.30 2.08 -1.72  0.002
C: 2.56 -0.14 -1.55  0.002
C: 1.97 -2.00 0.95  -0.003
C: -0.71 -0.86 2.41  0.008
H: -1.49 2.16 1.74  0.111
H: -2.60 1.04 0.95  0.091
H: -1.93 2.40 0.04  0.089
H: 1.04 2.84 -1.49  0.114
H: -0.68 2.55 -1.75  0.088
H: 0.52 1.68 -2.71  0.100
H: 2.32 -0.76 -2.41  0.101
H: 3.41 -0.58 -1.04  0.094
H: 2.86 0.84 -1.92  0.095
H: 2.85 -1.63 1.48  0.111
H: 2.30 -2.58 0.09  0.097
H: 1.42 -2.67 1.62  0.085
H: -0.60 -0.12 3.20  0.112
H: -0.26 -1.79 2.74  0.086
H: -1.78 -1.03 2.26  0.100
Se: -5.36 -0.88 -1.12  0.766
C: -3.65 -0.96 -1.25  -0.948
N: -2.46 -1.01 -1.34  -0.187

For the HOMO energy, the calculation gives -11.7 eV. Its total charge is +1. The calculation puts the maximum force at 0.88 eV/Å. The orbital gap is 0.244 hartree. The value obtained for the energy relative to the best compared isomer or geometry (same formula, charge and spin) is 0.0 kcal per mole.



# 3
# C11H15N

2 unconnected molecules or ions with the total composition C11H15N (ωB97M-V/def2-TZVPD, OMol25).

Last column: Löwdin charge in e.
Cartesian coordinates (Å):
C: 1.82 -1.78 1.95  -0.089
C: 0.93 0.22 0.65  -0.182
C: 1.04 -0.53 1.86  -0.296
C: 0.24 1.43 0.96  -0.254
C: 0.37 0.17 2.84  -0.139
C: 1.14 1.12 -1.62  -0.203
C: 0.35 2.21 -1.25  -0.221
C: 1.45 0.12 -0.68  -0.123
C: -0.10 2.46 0.07  -0.115
N: -0.09 1.39 2.31  0.034
H: 1.44 1.05 -2.66  0.072
H: 0.18 2.95 -2.04  0.064
H: 2.02 -0.77 -0.94  0.056
H: -0.49 3.39 0.44  0.055
H: 2.12 -2.11 2.95  0.058
H: 2.76 -1.71 1.39  0.064
H: 0.10 -0.10 3.85  0.069
H: -0.41 2.17 2.84  0.118
H: 1.23 -2.58 1.48  0.070
C: -2.16 -0.39 -1.80  -0.163
C: -1.79 -1.85 -1.83  -0.183
H: -2.62 -0.07 -2.74  0.052
H: -2.90 -0.21 -1.01  0.064
H: -1.35 0.33 -1.66  0.033
H: -1.43 -2.19 -0.85  0.057
H: -1.10 -2.30 -2.54  0.053
H: -2.73 -2.42 -1.97  0.050

Its expectation value of S² is 0.770. For the HOMO energy (alpha / beta), the calculation gives 0.7 / -2.9 eV. Its total charge is -1. The calculation puts the maximum force at 1.64 eV/Å. The orbital gap (alpha / beta) is 0.116 / 0.244 hartree. As for the spin multiplicity: 2. The value obtained for the energy relative to the best compared isomer or geometry (same formula, charge and spin) is 5.7 kcal per mole.



# 4
# C11H15N

2 unconnected molecules or ions with the total composition C11H15N (ωB97M-V/def2-TZVPD, OMol25).

Last column: Löwdin charge in e.
Cartesian coordinates (Å):
C: -1.56 1.24 0.46  0.005
C: -2.11 0.47 -0.49  -0.168
C: -3.54 0.24 -0.55  -0.141
C: -4.45 0.41 0.41  -0.103
C: -5.78 -0.29 0.32  -0.283
N: -5.55 -1.53 -0.45  -0.021
H: -2.15 1.74 1.23  0.059
H: -0.48 1.30 0.55  0.015
H: -1.51 -0.12 -1.16  0.095
H: -3.90 -0.20 -1.47  0.094
H: -4.28 1.02 1.29  0.091
H: -6.54 0.31 -0.22  0.111
H: -6.23 -0.43 1.31  0.101
H: -6.41 -1.80 -0.90  0.061
H: -5.24 -2.25 0.18  0.074
C: 1.71 2.18 -0.51  0.089
C: 2.50 1.27 -0.51  -0.132
C: 3.54 0.27 -0.58  -0.034
C: 4.59 -0.30 -0.39  -0.027
C: 5.86 -1.05 -0.28  -0.265
C: 6.96 -0.62 0.67  -0.111
H: 0.99 2.95 -0.37  0.032
H: 5.55 -2.10 -0.02  0.124
H: 6.27 -1.11 -1.30  0.112
H: 7.87 -1.22 0.51  0.073
H: 7.24 0.43 0.56  0.075
H: 6.65 -0.81 1.71  0.076

For the HOMO energy, the calculation gives -8.2 eV. Its total charge is 0. The SMILES is C=C/C=C/CN.C#CC#CCC. The calculation puts the maximum force at 2.53 eV/Å. The orbital gap is 0.331 hartree. The value obtained for the energy relative to the best compared isomer or geometry (same formula, charge and spin) is 140.7 kcal per mole.